[1]
42
Properties=species:S:1:pos:R:3:forces:R:3:nbo_charge:R:1 method="wB97M-V/def2-TZVPD" total_charge=-1 gap_ev=6.3 e_tot_ha=-7501.82157 e_homo_ha=-0.1567
Ga -0.89648 -1.34453 0.73472 -0.41 -0.17 0.17 1.2711
Cl 3.66781 2.62030 4.85085 0.01 0.00 0.00 -0.0337
C 2.59864 1.46379 4.09783 -0.02 -0.02 -0.02 -0.1134
C 2.73015 0.09740 4.41149 0.00 0.03 -0.01 -0.1899
C 1.90648 -0.83034 3.84182 0.00 0.00 -0.03 -0.2239
C 0.89685 -0.45862 2.90459 0.09 0.03 -0.04 0.4488
O 0.14501 -1.36527 2.40554 -0.01 -0.02 0.05 -0.7685
C 0.77864 0.93097 2.61558 -0.04 0.05 0.03 -0.3093
C -0.26489 1.43679 1.77964 0.11 -0.05 0.01 0.4582
O -1.07559 0.77707 1.12927 -0.20 0.00 0.04 -0.6256
C 1.63581 1.87168 3.22552 0.01 -0.02 0.03 -0.1465
H 3.49605 -0.20918 5.11235 0.00 0.00 0.00 0.2205
H 2.00037 -1.88289 4.07264 0.00 0.00 0.00 0.2233
H -0.35097 2.53505 1.73275 0.01 0.00 -0.02 0.1321
H 1.51517 2.92331 2.99355 0.01 0.01 0.00 0.2170
Te -3.14742 -1.81339 2.22450 0.12 0.12 -0.16 -0.3275
Te -4.33393 -3.35333 0.36700 0.05 0.00 -0.02 -0.0982
Te -2.43080 -5.28527 0.36681 -0.07 -0.06 0.02 -0.0880
Te -0.24720 -3.79003 -0.19190 0.03 0.10 -0.02 -0.3228
F 3.64514 2.29210 -3.66858 0.00 0.00 -0.01 -0.3036
C 2.90856 1.54139 -2.83188 0.00 0.00 0.00 0.2208
C 3.46063 0.44091 -2.19872 -0.01 -0.01 0.01 0.2573
F 4.74244 0.12335 -2.42784 0.01 0.00 0.00 -0.3011
C 2.70282 -0.32436 -1.33689 0.02 0.04 0.00 0.3049
F 3.28061 -1.37572 -0.74273 -0.01 0.01 0.00 -0.3041
C 1.35255 -0.04183 -1.04743 -0.13 -0.03 0.09 0.2526
O 0.70970 -0.79718 -0.20894 0.26 0.08 -0.26 -0.8459
C 0.83089 1.07989 -1.71785 0.07 -0.11 0.03 0.2358
F -0.44942 1.43919 -1.53093 -0.07 0.07 0.00 -0.3076
C 1.58690 1.85000 -2.58338 0.05 0.01 -0.03 0.2747
F 1.02917 2.91000 -3.18796 -0.01 0.00 0.00 -0.3028
Br -4.87927 0.43977 -4.59009 -0.01 0.00 -0.01 0.0621
C -3.76612 -0.03376 -3.13764 0.02 -0.01 -0.01 -0.0274
C -3.96206 0.55410 -1.90199 -0.01 0.00 0.02 -0.2833
C -3.13219 0.16804 -0.86577 -0.09 0.02 0.08 0.0968
N -2.16726 -0.73509 -1.01650 0.16 0.01 0.12 -0.5094
C -1.98347 -1.28354 -2.21263 0.05 -0.08 -0.05 0.0922
C -2.76297 -0.96613 -3.31274 0.00 0.01 0.02 -0.2890
H -4.73830 1.28671 -1.73894 0.00 0.00 0.00 0.2325
H -3.24748 0.57942 0.12812 0.00 -0.02 -0.03 0.2422
H -1.19502 -2.02493 -2.27884 -0.01 0.01 0.00 0.2431
H -2.58951 -1.44587 -4.26443 0.00 0.01 0.00 0.2355

=====

[2]
47
Properties=species:S:1:pos:R:3:forces:R:3:nbo_charge:R:1 method="wB97M-V/def2-TZVPD" total_charge=0 gap_ev=9.0 e_tot_ha=-1090.44543 e_homo_ha=-0.3237
C -3.30575 -0.05025 0.39625 -0.28 -0.33 -1.54 -0.6690
C -1.89680 -0.03155 0.96941 -0.07 -1.77 1.09 0.2218
C -0.75858 0.43227 0.40125 -1.58 0.37 -0.53 -0.5700
N -1.77983 -0.82623 2.20016 1.85 0.96 -5.54 -0.8222
H -4.05514 -0.43825 1.08417 0.13 0.40 0.45 0.2149
H -3.40643 -0.80048 -0.45433 0.65 0.94 0.84 0.2283
H -3.66469 0.90216 -0.05265 0.44 -0.49 0.53 0.2408
H 0.17387 0.12677 0.76888 1.09 -0.28 0.91 0.2026
H -0.66319 1.00987 -0.52015 -1.04 -0.49 0.16 0.2000
H -2.52159 -0.92367 2.77538 -2.72 -0.19 1.97 0.3678
H -0.90156 -0.64604 2.59583 0.90 -0.11 1.09 0.3870
H -2.84208 -2.69372 -1.18165 2.11 -0.56 -0.98 0.4984
H -1.30459 -3.22413 -1.71177 -2.36 0.88 0.84 0.5177
O -2.17366 -2.75306 -1.92552 0.09 -0.70 0.13 -1.0048
H 1.23941 -0.35097 -3.25796 -1.57 0.39 1.12 0.4894
H 2.50310 -0.02224 -3.27681 0.81 0.95 1.36 0.4739
O 1.80785 0.07726 -2.58120 0.87 -1.66 -2.17 -0.9415
H -1.95881 -0.59497 -3.91594 1.45 -0.50 1.44 0.4783
H -1.17871 -1.52426 -2.85077 -0.85 1.06 -0.45 0.5085
O -1.19329 -0.62567 -3.26611 -0.66 -0.07 -1.17 -1.0026
H -0.03516 -2.66175 0.74905 0.10 0.43 0.03 0.5184
H -0.00533 -4.10979 0.28211 -0.68 1.47 -0.49 0.4771
O -0.36387 -3.21073 0.01960 0.71 -2.30 0.33 -1.0001
H 1.28410 -2.90018 -1.31401 0.89 0.46 -0.17 0.4789
H 2.04234 -1.62496 -1.80705 0.00 -0.41 0.07 0.4851
O 2.16361 -2.58152 -1.63156 -0.92 0.01 0.31 -0.9931
H 0.68778 1.98356 -0.68363 0.96 2.01 0.01 0.4853
H 1.79708 3.08168 -0.72870 1.58 -0.33 -0.53 0.4897
O 0.87692 2.96983 -0.61944 -3.05 -1.40 0.01 -0.9567
H 1.90315 -1.43490 0.78415 -1.63 -2.08 1.73 0.4967
H 1.51960 -1.20247 2.19622 -0.30 -0.29 0.82 0.4957
O 1.35449 -1.90652 1.55039 2.31 2.50 -2.17 -0.9710
H 1.26376 1.26223 3.61229 0.64 -1.58 1.01 0.4994
H 0.69670 0.23810 4.54457 -2.61 -0.59 1.40 0.4674
O 1.49354 0.42451 4.13733 2.07 2.17 -2.69 -0.9641
H 1.55418 3.82610 2.17441 -0.28 2.31 0.80 0.4712
H 1.18407 2.85234 1.13254 -1.16 -0.06 -1.84 0.4873
O 1.66380 2.94572 1.92866 1.52 -2.27 1.45 -0.9812
H 3.80866 1.79371 -1.00650 1.11 0.06 -0.78 0.4767
H 3.26288 2.16684 0.37750 -0.05 -0.50 -0.37 0.4915
O 3.07619 1.65261 -0.43636 -0.40 0.19 1.48 -0.9589
H -2.00346 1.19055 3.49338 -1.90 -0.47 0.14 0.4644
H -0.97413 1.51245 2.39776 -0.37 -0.03 1.61 0.4937
O -1.12086 1.45079 3.39080 2.45 1.41 -1.25 -0.9709
H -0.26077 1.42817 -4.13562 0.17 0.00 0.81 0.4789
H 0.54756 1.85558 -2.83025 -0.34 -0.36 0.16 0.4832
O 0.46367 1.95523 -3.77412 -0.09 0.86 -1.45 -0.9637

=====

[3]
65
Properties=species:S:1:pos:R:3:forces:R:3:nbo_charge:R:1 method="wB97M-V/def2-TZVPD" total_charge=+3 gap_ev="7.1 / 5.9" e_tot_ha=-3487.59341 e_homo_ha="-0.5674 / -0.6421" multiplicity=6
Fe -0.00002 -0.00002 1.50970 1.12 -1.08 0.50 1.1297
P -1.41052 1.82228 1.44750 -3.17 3.67 -0.54 0.7401
P -1.71552 -1.29602 2.39090 -4.15 -2.64 0.65 0.8889
P 1.50308 1.09808 0.13240 3.01 2.14 -2.13 0.7816
H -1.01712 -2.01802 -0.23610 -0.02 0.45 0.43 0.2373
C -0.10522 -1.42602 -0.13800 2.05 -2.44 1.10 -0.5057
C 0.89558 -1.84912 0.83130 -1.58 -0.34 -2.90 -0.5214
H 0.69828 -2.73032 1.43560 -0.27 0.54 0.37 0.2521
C -2.58052 2.03108 0.01380 0.38 -0.59 -0.06 -0.9056
C -2.63742 2.11618 2.81430 0.33 -0.65 0.20 -0.9033
C -0.73922 3.55768 1.45890 0.56 -0.41 0.00 -0.9070
C -1.49552 -3.13292 2.44550 0.36 0.19 -0.07 -0.9274
C -2.38542 -1.10072 4.11110 -0.23 0.01 -0.17 -0.9256
C -3.30612 -1.26352 1.44320 0.21 0.11 0.01 -0.9439
C 2.87198 0.11998 -0.63960 -0.25 -0.20 0.20 -0.9203
C 2.53178 2.52898 0.70520 -0.27 -0.19 0.31 -0.9147
C 0.81358 1.82308 -1.42450 -0.47 -0.26 0.31 -0.9188
H 0.23008 -1.08502 -1.11940 -0.02 0.60 0.44 0.2253
H 1.94508 -1.79902 0.55490 -0.14 0.56 0.28 0.2397
H -3.19582 2.93468 0.10910 0.28 -0.20 0.16 0.2633
H -3.23182 1.15658 -0.05340 0.01 0.14 -0.04 0.2486
H -2.00622 2.08268 -0.91430 -0.14 0.04 0.05 0.2365
H -3.20022 3.04048 2.63980 0.28 -0.20 -0.14 0.2698
H -2.10142 2.19928 3.76470 -0.11 0.07 -0.07 0.2399
H -3.34682 1.28968 2.89280 0.05 0.16 0.01 0.2414
H -1.55712 4.28728 1.47210 0.06 -0.34 0.02 0.2679
H -0.12472 3.74728 0.57610 -0.10 0.05 0.14 0.2328
H -0.11932 3.70118 2.34820 -0.05 0.09 -0.07 0.2495
H -2.40572 -3.59882 2.83820 0.16 0.17 -0.06 0.2659
H -0.65322 -3.38822 3.09440 -0.10 -0.05 -0.02 0.2463
H -1.29642 -3.52672 1.44590 -0.10 -0.03 0.13 0.2427
H -3.38322 -1.54792 4.18300 0.21 0.06 -0.09 0.2663
H -2.44082 -0.05012 4.39700 -0.19 -0.17 -0.02 0.2330
H -1.72352 -1.61472 4.81110 -0.20 -0.11 -0.10 0.2340
H -3.99962 -2.03002 1.80790 0.19 0.15 -0.09 0.2619
H -3.08992 -1.43742 0.38620 -0.16 -0.02 0.06 0.2380
H -3.78432 -0.28612 1.53790 -0.02 -0.16 -0.03 0.2367
H 3.45598 0.76908 -1.30080 -0.13 -0.04 0.21 0.2503
H 2.46528 -0.70932 -1.22320 0.10 0.06 0.00 0.2309
H 3.52788 -0.28872 0.13320 0.00 0.08 -0.11 0.2606
H 3.09368 2.95768 -0.13220 -0.16 -0.16 0.10 0.2546
H 3.24168 2.18668 1.46280 -0.07 0.03 -0.06 0.2613
H 1.90648 3.30408 1.14960 0.15 -0.05 -0.04 0.2502
H 1.61148 2.19378 -2.07800 -0.05 -0.09 0.33 0.2436
H 0.13548 2.64768 -1.19500 0.11 -0.08 -0.13 0.2488
H 0.24458 1.04878 -1.94560 0.00 0.14 -0.09 0.2363
C 2.31988 -0.68932 -5.70670 0.25 1.35 1.34 -0.0693
C 1.58038 -0.44912 -6.87180 -0.75 -0.23 -1.50 -0.1793
C 1.42238 -1.46052 -7.81740 -0.32 1.43 0.37 -0.1704
C 1.99528 -2.71652 -7.61650 0.01 -0.11 -0.08 -0.0079
C 2.73168 -2.95402 -6.45510 0.59 0.35 1.31 -0.1752
C 2.89638 -1.95082 -5.50300 0.43 -1.62 -0.27 -0.1821
S 2.56618 0.54418 -4.45760 -0.24 -1.32 -1.46 0.3254
H 1.86798 1.51858 -5.06740 0.02 0.01 -0.02 0.1680
H 1.12928 0.52498 -7.03970 0.06 -0.16 -0.05 0.2487
H 0.84628 -1.26072 -8.71670 0.10 -0.02 0.15 0.2682
H 1.86928 -3.50122 -8.35610 0.02 0.09 0.08 0.2628
H 3.18368 -3.92722 -6.28510 -0.06 0.17 -0.03 0.2647
H 3.47138 -2.14432 -4.60170 -0.03 -0.02 -0.16 0.2462
C -0.00002 -0.00002 6.29060 0.00 0.04 -0.96 -0.7401
C -0.00002 -0.00002 4.77060 0.56 0.24 -7.88 0.5891
N -0.00002 -0.00002 3.50970 1.92 0.77 11.19 -0.6718
H -0.94772 0.44278 6.65990 0.48 -0.25 -0.32 0.2998
H 0.85708 0.59998 6.65930 -0.45 -0.33 -0.34 0.3077
H 0.09128 -1.04182 6.66060 -0.05 0.53 -0.33 0.3032

=====

[4]
17
Properties=species:S:1:pos:R:3:forces:R:3:nbo_charge:R:1 method="wB97M-V/def2-TZVPD" smiles="C=CCCNC[O-]" total_charge=-1 gap_ev=6.1 e_tot_ha=-326.43393 e_homo_ha=-0.0861
C -1.88176 2.61453 0.12531 0.68 -0.76 0.56 -0.4696
C -1.50249 1.32811 0.25557 -2.32 0.41 -0.62 -0.1029
C -0.99235 0.48753 1.36986 1.88 -0.25 -1.84 -0.4621
C 0.34007 -0.20846 0.83404 -0.51 0.69 0.27 -0.2014
N 0.50398 -0.39744 -0.60972 -0.37 0.64 0.26 -0.7043
C 1.79179 -1.17482 -0.87214 -0.70 -1.50 0.00 0.1342
O 1.53429 -2.45965 -1.14979 0.02 0.10 -0.15 -0.9625
H -2.66145 2.87305 -0.58285 0.61 0.15 -0.50 0.1858
H -1.44020 3.41212 0.70298 -0.36 0.15 0.58 0.1728
H -1.85993 0.73366 -0.58055 -0.14 -0.30 0.14 0.1851
H -0.85563 1.06037 2.27570 0.35 0.06 0.33 0.1938
H -1.65622 -0.35048 1.57476 -0.55 0.29 -0.10 0.2074
H 0.41201 -1.12516 1.42394 0.52 -0.28 -0.02 0.1570
H 1.14847 0.48086 1.05579 0.24 -0.10 0.58 0.1742
H -0.21358 -0.98250 -1.03179 0.14 -0.20 0.32 0.3525
H 2.33655 -0.68200 -1.72043 -0.05 0.34 0.55 0.0761
H 2.31770 -1.09907 0.11193 0.56 0.55 -0.37 0.0638